[1]
Here is a single C21H24F3NO4 molecule in a non-equilibrium geometry from the Open Molecules 2025 dataset. Energies are from the ωB97M-V functional and the def2-TZVPD basis.

Summary:
Highest occupied orbital energy = -0.31380 Ha
Relative energy (zero: lowest compared OMol25 entry of this formula, charge and spin) = 1904.1 kJ/mol
Molar mass = 411.4 g mol⁻¹
Structure (SMILES) = C#CCNC(=O)C1=C[C@@H](c2ccc(C(F)(F)F)cc2)[C@H](CCCO)[C@@H](OCC)O1
Orbital gap = 8.68 eV
Max |F| = 18.16 eV Å⁻¹

Structure (ORCA input):
```
! RIJCOSX wB97M-V def2-TZVPD def2/J DEFGRID3
* xyz 0 1
C 3.859 -1.065 -6.182
C 2.744 -0.541 -5.765
C 1.566 0.028 -5.222
N 1.219 -0.390 -4.039
C 1.010 0.416 -3.127
O 1.325 1.726 -3.246
C 1.039 -0.035 -1.861
C 0.894 0.401 -0.578
C 0.778 -0.199 0.761
C -0.327 0.677 1.564
C 0.232 1.238 2.832
C -0.828 1.847 3.453
C -2.387 2.020 2.899
C -3.212 2.826 3.746
F -4.333 3.084 3.234
F -2.664 3.925 4.423
F -3.765 1.884 4.767
C -2.492 1.376 1.915
C -1.663 0.582 1.109
C 0.495 -1.882 0.835
C 1.703 -2.409 1.245
C 2.843 -2.218 0.142
C 4.224 -3.117 0.970
O 5.323 -2.826 -0.155
C -0.063 -2.201 -0.649
O -1.141 -1.496 -0.794
C -1.903 -2.226 -1.942
C -3.207 -1.797 -1.912
O 0.667 -1.479 -1.679
H 4.601 -1.652 -6.361
H 1.729 1.063 -5.309
H 0.780 -0.271 -6.038
H 1.414 -1.425 -3.904
H 1.044 1.477 -0.558
H 1.900 0.164 1.286
H 1.191 1.310 3.165
H -0.412 2.578 4.345
H -3.666 1.516 1.405
H -1.763 0.250 0.147
H -0.450 -1.708 1.383
H 1.439 -3.463 1.158
H 2.127 -2.134 2.350
H 2.767 -2.679 -0.679
H 3.167 -1.223 0.032
H 3.942 -4.185 1.050
H 4.363 -2.738 1.778
H 6.005 -3.271 0.275
H 0.061 -3.051 -0.791
H -1.503 -1.770 -2.996
H -1.809 -3.438 -1.998
H -3.475 -0.503 -1.936
H -3.679 -2.070 -2.828
H -3.824 -2.139 -1.104
*
```



[2]
Here is a single C21H24N2O5 molecule from the Open Molecules 2025 dataset. Energies are from the ωB97M-V functional and the def2-TZVPD basis.

Summary:
Highest occupied orbital energy = -0.31249 Ha
Relative energy (zero: lowest compared OMol25 entry of this formula, charge and spin) = 57.6 kJ/mol
Molar mass = 384.4 g mol⁻¹
Structure (SMILES) = CCOC(=O)c1c(C)[nH]c(C(=O)OCC(=O)N2c3ccccc3C[C@@H]2C)c1C
Orbital gap = 9.11 eV
Max |F| = 0.74 eV Å⁻¹

Structure (ORCA input):
```
! RIJCOSX wB97M-V def2-TZVPD def2/J DEFGRID3
* xyz 0 1
C -3.286 0.128 -5.943
C -2.275 1.083 -5.324
O -1.579 0.475 -4.240
C -2.186 0.491 -3.043
O -3.262 1.018 -2.859
C -1.400 -0.178 -2.008
C -1.804 -0.315 -0.679
C -3.037 0.144 0.005
N -0.839 -0.977 -0.025
C 0.202 -1.272 -0.877
C 1.426 -1.862 -0.382
O 2.439 -2.067 -1.007
O 1.319 -2.119 0.952
C 2.516 -2.415 1.652
C 2.452 -1.803 3.050
O 2.826 -2.430 4.020
N 1.891 -0.576 3.174
C 1.463 0.345 2.212
C 1.994 0.637 0.969
C 1.363 1.602 0.196
C 0.251 2.280 0.662
C -0.230 2.042 1.944
C 0.390 1.087 2.718
C 0.123 0.671 4.136
C 1.380 -0.146 4.484
C 2.432 0.690 5.204
C -0.122 -0.785 -2.134
C 0.724 -0.884 -3.348
H -2.794 -0.787 -6.261
H -4.054 -0.119 -5.214
H -3.755 0.599 -6.803
H -1.499 1.354 -6.044
H -2.781 1.984 -4.962
H -2.780 0.803 0.835
H -3.663 0.679 -0.701
H -3.591 -0.706 0.403
H -0.834 -1.209 0.955
H 2.621 -3.498 1.775
H 3.382 -2.053 1.085
H 2.878 0.144 0.598
H 1.755 1.824 -0.785
H -0.231 3.016 0.037
H -1.066 2.605 2.332
H 0.002 1.525 4.800
H -0.783 0.061 4.199
H 1.161 -1.040 5.073
H 3.332 0.098 5.349
H 2.678 1.571 4.616
H 2.060 1.003 6.176
H 0.214 -1.463 -4.115
H 1.668 -1.361 -3.100
H 0.910 0.106 -3.759
*
```



[3]
Here is a molecular structure, C21H24N2OPtS4 in a non-equilibrium geometry from the Open Molecules 2025 dataset. Energies are from the ωB97M-V functional and the def2-TZVPD basis.

Summary:
Highest occupied orbital energy (alpha / beta) = -0.54037 / -0.54044 Ha
Relative energy (zero: lowest compared OMol25 entry of this formula, charge and spin) = 318.8 kJ/mol
Molar mass = 643.8 g mol⁻¹
Orbital gap (alpha / beta) = 5.00 / 5.00 eV
Max |F| = 3.87 eV Å⁻¹

Structure (ORCA input):
```
! RIJCOSX wB97M-V def2-TZVPD def2/J DEFGRID3
* xyz 2 1
Pt 1.447 2.906 -0.157
O 4.626 8.980 -0.286
C 4.075 7.942 -0.274
S 2.512 7.635 0.575
C 2.368 5.961 0.142
C 3.385 5.412 -0.642
S 3.444 3.789 -1.193
S 4.688 6.461 -1.104
S 0.985 5.116 0.703
C 2.342 -3.380 3.146
C 0.963 -2.704 3.143
C 0.495 -2.383 4.570
C -0.050 -3.644 2.488
C 1.102 -1.390 2.404
C 1.976 -0.394 2.839
C 2.069 0.789 2.131
N 1.354 1.025 1.038
C 0.502 0.094 0.586
C 0.366 -1.115 1.256
C -0.262 0.417 -0.632
C -1.175 -0.465 -1.199
C -1.881 -0.131 -2.349
C -1.625 1.127 -2.896
C -0.707 1.960 -2.289
N -0.046 1.616 -1.191
C -2.877 -1.083 -2.975
C -2.397 -1.380 -4.403
C -2.997 -2.400 -2.208
C -4.244 -0.383 -2.979
H 2.261 -4.360 3.609
H 3.073 -2.796 3.697
H 2.704 -3.520 2.129
H 0.318 -3.310 5.108
H -0.438 -1.823 4.552
H 1.236 -1.804 5.114
H -0.104 -4.565 3.062
H 0.254 -3.911 1.478
H -1.047 -3.209 2.480
H 2.585 -0.519 3.717
H 2.744 1.567 2.462
H -0.319 -1.851 0.882
H -1.337 -1.421 -0.740
H -2.125 1.469 -3.785
H -0.502 2.937 -2.707
H -1.390 -1.791 -4.393
H -2.400 -0.486 -5.021
H -3.055 -2.116 -4.859
H -2.051 -2.938 -2.196
H -3.724 -3.037 -2.705
H -3.352 -2.236 -1.193
H -4.238 0.506 -3.604
H -4.533 -0.096 -1.970
H -4.998 -1.067 -3.360
*
```



[4]
Here is a molecular structure, C21H24N3NbO2SeSi in a non-equilibrium geometry from the Open Molecules 2025 dataset. Energies are from the ωB97M-V functional and the def2-TZVPD basis.

Summary:
Highest occupied orbital energy (alpha / beta) = -0.53342 / -0.53344 Ha
Relative energy (zero: lowest compared OMol25 entry of this formula, charge and spin) = 213.7 kJ/mol
Molar mass = 550.4 g mol⁻¹
Orbital gap (alpha / beta) = 6.07 / 6.00 eV
Max |F| = 4.44 eV Å⁻¹

Structure (ORCA input):
```
! RIJCOSX wB97M-V def2-TZVPD def2/J DEFGRID3
* xyz 2 1
Nb 0.167 -1.049 0.566
N 0.001 -2.634 -1.093
C -1.379 -2.735 -1.448
C -1.852 -2.512 -2.767
C -3.230 -2.592 -3.046
C -4.136 -2.785 -2.017
C -3.693 -2.859 -0.676
C -2.348 -2.675 -0.387
C -2.048 -2.427 1.028
C -3.058 -2.044 1.934
C -2.847 -1.691 3.262
C -1.612 -2.027 3.834
C -0.565 -2.407 3.007
C -0.738 -2.436 1.644
H 0.360 -3.462 -0.528
H 0.589 -2.389 -1.915
H -1.083 -2.575 -3.597
H -3.524 -2.555 -4.103
H -5.188 -2.971 -2.184
H -4.351 -3.209 0.098
H -4.098 -2.006 1.566
H -3.523 -1.018 3.767
H -1.551 -2.128 4.886
H 0.428 -2.608 3.499
O 1.113 -0.344 2.124
N 2.186 0.423 1.777
N 2.777 -0.254 0.795
O 2.068 -1.065 -0.182
C 3.954 0.160 0.243
C 4.290 -0.238 -1.047
C 4.950 0.713 -1.791
C 5.502 1.878 -1.250
C 5.454 2.022 0.141
C 4.719 1.172 0.907
H 3.818 -1.117 -1.437
H 4.935 0.700 -2.875
H 5.906 2.590 -1.935
H 5.823 2.860 0.640
H 4.462 1.448 1.953
C 0.865 3.363 -0.036
Si -0.956 2.972 -0.244
C -1.998 3.380 1.188
C -1.417 3.865 -1.789
Se -1.485 0.679 -0.342
H 0.931 4.337 -0.556
H 1.377 2.606 -0.592
H 1.262 3.242 0.979
H -2.024 2.460 1.789
H -3.017 3.655 0.977
H -1.582 4.223 1.755
H -1.847 4.841 -1.677
H -2.184 3.293 -2.317
H -0.604 3.929 -2.525
*
```